Entry from the OMol25 dataset: a structure of composition C27H59N2O14S2 (wB97M-V/def2-TZVPD).

E_LUMO in Ha: 0.07886
Gap between HOMO and LUMO in eV: 7.86
Total charge: -1

Atoms and positions in Å:
C -4.3962 0.0840 -5.2150
C -3.3531 0.3853 -4.4508
C -2.2227 -0.5741 -4.2530
S -1.4940 -0.5203 -2.6084
O -1.1633 -1.8825 -2.2437
O -2.4743 0.1191 -1.7550
N -0.2247 0.3881 -2.9166
S 0.9132 0.6062 -1.8242
O 1.5761 -0.5996 -1.3814
O 0.5275 1.5129 -0.7598
C 2.0826 1.5193 -2.8317
C 1.6242 2.9697 -2.9563
N 2.2508 3.6521 -4.0971
C 1.9268 5.1028 -4.1513
C 0.4926 5.4345 -3.7631
C 3.6736 3.5528 -4.1332
C 4.4779 3.5472 -2.8438
O 4.2524 3.5476 -5.1937
H -4.9679 0.8363 -5.7425
H -4.6738 -0.9572 -5.3453
H -3.2871 1.3431 -3.9456
H -2.5523 -1.5963 -4.4452
H -1.4408 -0.3251 -4.9691
H 3.0280 1.4073 -2.3039
H 2.1023 1.0441 -3.8107
H 0.5460 2.9442 -3.0918
H 1.8001 3.4743 -1.9979
H 2.0758 5.4087 -5.1892
H 2.6580 5.6823 -3.5694
H 0.3720 5.5357 -2.6866
H -0.1912 4.6813 -4.1508
H 0.2196 6.3805 -4.2331
H 3.8618 3.5827 -1.9484
H 5.1691 4.3883 -2.8588
H 5.0623 2.6287 -2.7953
C 6.3815 10.3058 -4.5548
O 5.3327 10.5414 -3.6453
C 4.0714 10.0892 -4.1062
C 3.2391 9.5080 -2.9859
O 3.6816 8.2478 -2.5179
C 4.8496 8.1897 -1.7177
C 4.7045 8.7939 -0.3397
O 4.7505 10.2097 -0.3871
C 4.0094 10.8238 0.6395
H 6.2883 10.9320 -5.4501
H 7.3131 10.5546 -4.0488
H 6.4176 9.2534 -4.8583
H 4.1955 9.3328 -4.8893
H 3.5257 10.9423 -4.5328
H 2.2437 9.3188 -3.3958
H 3.1242 10.2244 -2.1690
H 5.7138 8.6109 -2.2363
H 5.0337 7.1215 -1.5806
H 5.5330 8.4335 0.2854
H 3.7603 8.4551 0.1029
H 2.9822 10.4423 0.6724
H 3.9789 11.8912 0.4267
H 4.4749 10.6713 1.6207
C -0.6982 -8.6585 2.7429
O -0.4950 -7.9134 1.5701
C -1.1430 -8.4476 0.4290
C -1.6980 -7.3659 -0.4717
O -2.8485 -6.7145 0.0306
C -2.6813 -5.7663 1.0760
C -1.9735 -4.4910 0.6788
O -0.5815 -4.6998 0.5702
C 0.0150 -3.8245 -0.3856
H -0.1888 -9.6297 2.6952
H -0.2768 -8.0877 3.5678
H -1.7676 -8.8149 2.9327
H -1.9569 -9.1201 0.7264
H -0.4073 -9.0276 -0.1461
H -2.0368 -7.8645 -1.3843
H -0.9194 -6.6542 -0.7536
H -2.1962 -6.2199 1.9440
H -3.7012 -5.4985 1.3647
H -2.1665 -3.7336 1.4536
H -2.3848 -4.1221 -0.2678
H -0.5047 -3.8791 -1.3410
H 1.0465 -4.1482 -0.5195
H 0.0089 -2.7895 -0.0410
C -1.7415 -5.8215 4.8431
O -2.9180 -5.5785 5.5866
C -4.0979 -5.6788 4.8103
C -5.2261 -6.3031 5.5985
O -5.0788 -7.6950 5.8356
C -4.1406 -8.1151 6.8094
C -4.5244 -7.8005 8.2383
O -4.3024 -6.4369 8.5463
C -5.1778 -5.9347 9.5255
H -1.5498 -5.0202 4.1217
H -0.9120 -5.8680 5.5475
H -1.8060 -6.7759 4.3122
H -3.9177 -6.2716 3.9064
H -4.4082 -4.6707 4.5030
H -6.1284 -6.2179 4.9881
H -5.4039 -5.7548 6.5263
H -3.1380 -7.7412 6.5902
H -4.1188 -9.2039 6.7182
H -3.9080 -8.4186 8.9067
H -5.5784 -8.0624 8.3932
H -6.2241 -6.1341 9.2646
H -5.0297 -4.8573 9.5739
H -4.9705 -6.3655 10.5129

---

Entry from the OMol25 dataset: a structure of composition C40H45AsO4PTeV (wB97M-V/def2-TZVPD).

Relative energy (zero: lowest compared OMol25 entry of this formula, charge and spin) in kcal/mol: 40.4
E_LUMO (spin up / spin down) in Ha: -0.09117 / -0.08131
2S+1: 4
Gap between HOMO and LUMO (spin up / spin down) in eV: 5.98 / 6.25
Total charge: +1

Atoms and positions in Å:
V -0.0314 1.7007 -0.0704
C 2.2128 2.7694 -1.4167
C 0.9228 3.2011 -2.1039
O -0.0418 2.0990 -2.1142
C -1.4342 2.4544 -2.3859
C -2.1365 3.1436 -1.2254
O -2.0211 2.3212 -0.0094
C -2.0933 3.0862 1.2486
C -1.3040 2.3734 2.3403
O 0.0766 2.0609 1.9755
C 1.0085 3.1858 1.9103
C 2.2711 2.7782 1.1608
O 1.9901 2.1288 -0.1212
H 2.8251 3.6600 -1.2882
H 2.7482 2.0274 -2.0015
H 1.1500 3.4814 -3.1297
H 0.4916 4.0757 -1.6106
H -1.9030 1.5061 -2.6377
H -1.4768 3.1135 -3.2503
H -3.1887 3.2750 -1.4675
H -1.7068 4.1304 -1.0274
H -3.1337 3.1565 1.5550
H -1.7125 4.0953 1.0684
H -1.7313 1.4051 2.5811
H -1.3098 3.0016 3.2291
H 1.2801 3.4844 2.9189
H 0.5319 4.0470 1.4366
H 2.8443 2.0444 1.7179
H 2.8621 3.6773 0.9964
Te 0.0217 5.9959 -0.0386
C 0.0772 8.1083 -0.0308
C -0.5361 8.8327 0.9975
C -0.4915 10.2269 0.9989
C 0.1620 10.9108 -0.0190
C 0.7721 10.1969 -1.0429
C 0.7332 8.8035 -1.0525
H -1.0490 8.3085 1.7958
H -0.9719 10.7780 1.8001
H 0.1943 11.9938 -0.0155
H 1.2820 10.7239 -1.8418
H 1.2113 8.2567 -1.8557
C -0.7495 -1.5848 -1.5868
C -1.0741 -3.0898 -1.5604
As 0.4700 -4.3320 -1.7046
C 0.5416 -5.0099 0.1344
C 1.7087 -4.8299 0.8745
C 1.7938 -5.2901 2.1873
C 0.7149 -5.9496 2.7635
C -0.4477 -6.1532 2.0223
C -0.5328 -5.6834 0.7173
C -0.4746 -5.8462 -2.4822
C 0.3264 -6.8605 -3.0057
C -0.2443 -8.0042 -3.5514
C -1.6282 -8.1395 -3.5912
C -2.4339 -7.1297 -3.0806
C -1.8599 -5.9886 -2.5266
P -0.1029 -0.7808 -0.0707
C -1.0901 -1.4856 1.2768
C -2.3797 -0.9580 1.4226
C -3.2389 -1.4575 2.3905
C -2.8110 -2.4761 3.2341
C -1.5343 -3.0026 3.0950
C -0.6730 -2.5182 2.1135
C 1.6401 -1.2111 0.1588
C 2.2045 -1.1309 1.4344
C 3.5747 -1.2716 1.6022
C 4.3982 -1.4635 0.4969
C 3.8460 -1.5150 -0.7745
C 2.4728 -1.3879 -0.9455
H -1.6700 -1.0278 -1.7792
H -0.0803 -1.3307 -2.4121
H -1.6682 -3.3075 -2.4476
H -1.6877 -3.3378 -0.6924
H 2.5606 -4.3291 0.4300
H 2.7079 -5.1448 2.7515
H 0.7843 -6.3204 3.7798
H -1.2844 -6.6853 2.4598
H -1.4380 -5.8600 0.1462
H 1.4048 -6.7605 -2.9896
H 0.3909 -8.7858 -3.9512
H -2.0760 -9.0270 -4.0224
H -3.5123 -7.2274 -3.1102
H -2.5131 -5.2215 -2.1287
H -2.7145 -0.1555 0.7711
H -4.2392 -1.0521 2.4892
H -3.4769 -2.8610 3.9972
H -1.2015 -3.8047 3.7420
H 0.3114 -2.9599 2.0031
H 1.5740 -0.9673 2.3020
H 4.0016 -1.2311 2.5970
H 5.4681 -1.5699 0.6287
H 4.4819 -1.6641 -1.6391
H 2.0637 -1.4382 -1.9440

---

Entry from the OMol25 dataset: a cluster of 3 separate species, C3H9N3 in total (wB97M-V/def2-TZVPD).

Relative energy (zero: lowest compared OMol25 entry of this formula, charge and spin) in kcal/mol: 77.7
E_LUMO (spin up / spin down) in Ha: 0.13462 / 0.06003
2S+1: 2
Gap between HOMO and LUMO (spin up / spin down) in eV: 5.89 / 3.81
Total charge: -1

Atoms and positions in Å:
C -1.3438 -0.3424 0.8841
C -2.4972 -0.7539 0.3459
N 2.7562 0.9023 0.5580
C 3.0161 -0.3776 0.4802
N 2.2983 -1.3955 -0.0854
N -1.3871 0.9988 -1.5571
H -1.5057 1.6511 -0.8456
H -0.7133 -0.0318 0.0277
H -1.0236 -0.2907 1.9296
H -3.1163 -1.3697 0.9126
H -2.6915 -0.2042 -0.6319
H 2.2378 1.3674 -0.1924
H 1.4849 -0.8952 -0.4107
H 3.9207 -0.7288 1.0318
H -1.4355 1.4702 -2.4468

---

Entry from the OMol25 dataset: a cluster of 2 separate species, C8H15O2P in total (wB97M-V/def2-TZVPD).

Relative energy (zero: lowest compared OMol25 entry of this formula, charge and spin) in kcal/mol: 101.2
E_LUMO (spin up / spin down) in Ha: 0.00117 / -0.00830
Gap between HOMO and LUMO (spin up / spin down) in eV: 7.76 / 7.98

Atoms and positions in Å:
C 4.7993 0.7791 -0.0611
C 1.6582 -2.1877 0.5180
C 1.0966 -1.4274 1.7182
C 0.7658 -1.6185 -0.5968
C -0.7669 1.9214 -1.3414
C -1.8667 0.0692 -0.0274
C -0.5716 1.7769 1.2640
C -0.6259 0.9651 -0.0902
O 4.9130 1.6263 -0.8371
O 4.6567 -0.0404 0.7096
P 1.1446 0.2317 -0.3565
H 2.7287 -1.8215 0.3001
H 1.6337 -3.2909 0.5972
H 0.0059 -1.2516 1.7059
H 1.4644 -1.4014 2.7175
H 0.8391 -2.0240 -1.5985
H -0.2555 -1.7271 -0.3427
H -1.7631 2.4924 -1.1972
H -1.0229 1.3283 -2.2376
H 0.2551 2.3871 -1.4339
H -1.5826 -0.9385 0.5928
H -2.1192 -0.4559 -0.9773
H -2.7100 0.5255 0.5530
H -0.4211 1.0468 2.1328
H 0.1816 2.4570 1.2484
H -1.5012 2.3058 1.5056